Computed, not measured: a molecular structure, C6H10ClIO9P2, with ωB97M-V/def2-TZVPD.

```
29
Properties=species:S:1:pos:R:3:lowdin_charge:R:1
C -1.77780 -2.43219 -2.36783 -0.33
H -0.87358 -4.00565 -3.56901 0.14
Cl 4.08841 1.51779 1.80359 0.26
H -1.79569 1.09133 2.75148 0.10
P -0.25022 2.41738 2.26688 0.32
C 0.27072 -1.59664 -2.84953 -0.59
I 0.15695 1.64656 -0.81218 1.05
H -3.37456 -3.75966 -1.83565 0.09
O -0.21290 -2.10534 -4.01012 0.06
H -2.44297 -1.58134 -2.54162 0.16
O 1.68061 5.05115 2.25196 0.15
O -1.01225 1.01488 2.18137 -0.17
O -0.55031 -1.91618 -1.81866 0.05
P 2.24514 0.66688 1.33787 0.58
C 2.29716 4.16977 1.77264 -0.36
C 1.12054 2.18206 1.02245 -1.07
H -2.03321 -2.99698 -4.46830 0.14
O 1.66203 0.34775 2.85741 -0.41
H 0.91218 1.74395 3.93516 0.07
H -1.77534 -4.28261 -1.27232 0.09
O 1.26755 -0.96031 -2.74991 0.11
H 3.33295 3.97300 2.05122 0.09
O -1.11033 3.55526 1.93533 -0.25
H -2.60121 -2.95951 -0.45898 0.09
C -2.42226 -3.41880 -1.43025 -0.02
C -1.28425 -2.99953 -3.68087 -0.09
O 0.40496 2.53837 3.69826 -0.11
O 1.80309 3.38669 0.73514 -0.21
H 2.27456 -0.28807 3.26445 0.07
```

Summary:
Molecular weight ... 450.4 g mol⁻¹
F_max ... 0.0326 Eh/bohr
Kohn-Sham gap ... 9.4 eV

Computed, not measured: C6H10ClN in the gas phase, with ωB97M-V/def2-TZVPD.

```
18
Properties=species:S:1:pos:R:3:lowdin_charge:R:1
H -1.98691 -1.90109 1.31224 0.10
C -0.30023 -0.38301 1.26072 -0.13
H 2.11984 1.12697 -0.81942 0.08
H -1.82922 -2.04015 -1.35073 0.11
H -0.26561 2.16944 -0.90024 0.08
C -1.32585 -1.31082 0.68378 -0.09
H -0.16777 2.35881 0.67450 0.08
H 0.42001 -0.84956 -1.86080 0.11
H -0.85409 0.21468 1.97936 0.11
N -0.46494 1.70121 -0.02588 0.07
Cl 2.74796 -0.88937 -0.01633 0.56
C 0.21071 0.42438 0.00933 -0.55
H 1.93782 1.11040 0.97620 0.08
H 0.49083 -0.87619 1.78664 0.09
C -1.31400 -1.37478 -0.64787 -0.08
C -0.36251 -0.37824 -1.24817 -0.13
C 1.72780 0.57171 0.06001 -0.55
H -0.78383 0.32560 -1.87335 0.07
```

Summary:
SMILES ... NC1(CCl)CC=CC1
Molecular weight ... 131.6 g mol⁻¹
F_max ... 0.0601 Eh/bohr
Kohn-Sham gap ... 10.1 eV
Energy relative to the best compared isomer or geometry (same formula, charge and spin) ... 0.3441 eV

Computed, not measured: a gas-phase ion, C6H10ClN2O4S (charge +1), with ωB97M-V/def2-TZVPD.

```
24
Properties=species:S:1:pos:R:3:lowdin_charge:R:1
H -2.83504 -1.50543 -2.23080 0.09
S -2.22170 -1.17862 0.04097 0.64
O 3.03263 -0.03220 0.88075 0.09
C 1.84024 0.30884 0.44675 -0.54
H 2.89042 -1.03177 1.18206 0.21
H 0.08942 -2.37150 0.27111 0.09
H -4.02085 -0.77734 -1.26244 0.16
O -3.15956 -0.86598 1.10531 -0.27
N 1.76186 0.20586 -1.12907 0.23
H 2.31385 2.33735 1.06234 0.14
N -2.92556 -0.91855 -1.40232 -0.09
C -0.92907 0.11866 0.14512 -0.14
C 1.43604 1.74177 0.75629 0.04
O 1.04066 -1.93162 0.34537 -0.04
H 2.31365 0.97331 -1.55315 0.17
H 2.12975 -0.73039 -1.59631 0.22
H 0.75592 0.26056 -1.44942 0.16
O -1.43973 -2.41479 0.20287 -0.30
H 0.41005 -0.77303 1.88275 0.14
H -0.09916 3.31630 0.86258 0.15
C 0.14173 2.20089 0.64787 -0.09
C 0.79122 -0.71478 0.91182 -0.13
Cl -2.31834 2.34426 -0.38160 0.77
C -0.99843 1.43820 0.26116 -0.73
```

Summary:
Molecular weight ... 241.7 g mol⁻¹
F_max ... 0.0946 Eh/bohr
Kohn-Sham gap ... 8.8 eV
Energy relative to the best compared isomer or geometry (same formula, charge and spin) ... 1.4601 eV
Charge ... +1

Computed, not measured: C6H10ClN3 in the gas phase, with ωB97M-V/def2-TZVPD.

```
20
Properties=species:S:1:pos:R:3:mulliken_spin:R:1
H -2.55386 2.03896 -0.61687 0.03
H -0.68176 -1.88212 0.80230 0.00
H -2.27489 -1.48847 -0.61500 0.01
H 1.18242 0.96819 1.06858 0.06
C 0.08516 -0.31729 -0.21692 0.04
Cl 0.34277 -0.94931 -1.97784 0.01
H 2.06750 0.51277 -0.39436 0.00
C 1.35697 -2.12470 0.86580 0.00
N -0.54979 2.50204 -0.69324 1.02
H 1.59106 -2.25021 1.92422 0.00
H 2.19459 -1.63610 0.37511 0.00
C 0.63258 2.08745 -0.63832 0.65
N 0.15687 -1.31411 0.74394 0.00
N -2.46084 -0.49771 -0.47661 0.02
C -1.47739 0.24227 -0.28591 0.03
H -1.70349 1.95741 0.92816 0.01
H 1.23003 -3.10984 0.41230 0.00
C -1.62293 1.71995 -0.14047 0.03
H 1.39410 2.73682 -1.05375 0.08
C 1.09092 0.80399 -0.01113 0.03
```

Summary:
Molecular weight ... 159.6 g mol⁻¹
F_max ... 0.1307 Eh/bohr
Kohn-Sham gap (spin up / spin down) ... 6.0 / 7.1 eV
Energy relative to the best compared isomer or geometry (same formula, charge and spin) ... 0.0000 eV
Spin multiplicity ... 3

Computed, not measured: 2 unconnected molecules or ions with the total composition C6H10F2OS, with ωB97M-V/def2-TZVPD.

```
20
Properties=species:S:1:pos:R:3:mulliken_spin:R:1
F -2.14133 -0.10479 -1.55101 0.06
C 1.05003 1.27309 -0.16388 0.02
H 1.60507 -1.93907 -0.99411 0.02
C 0.61381 0.45282 1.05375 -0.01
C 0.46131 -0.91717 0.50093 0.78
H 0.20971 -1.05291 -1.59791 0.03
C -2.29027 -0.22899 -0.19000 0.77
H 1.39320 0.45492 1.82756 0.03
H -0.30116 0.84287 1.51150 0.02
C 1.82603 0.26943 -1.01960 0.01
H 2.83012 0.13276 -0.61345 0.00
H -0.22842 -1.76832 2.06460 0.00
C 1.02193 -1.02666 -0.86512 0.00
H -3.95636 1.05956 0.88206 0.02
F -3.29273 -1.13881 -0.00286 0.04
H 1.91274 0.58303 -2.05678 0.00
H 0.16640 1.61419 -0.70126 0.00
H 1.64718 2.13924 0.10870 0.00
S -2.69051 1.34938 0.59748 0.10
O 0.16325 -1.99456 1.20940 0.11
```

Summary:
Molecular weight ... 168.2 g mol⁻¹
F_max ... 0.0570 Eh/bohr
Kohn-Sham gap (spin up / spin down) ... 6.5 / 9.4 eV
Spin multiplicity ... 3

Computed, not measured: C6H10FN in the gas phase, with ωB97M-V/def2-TZVPD.

```
18
Properties=species:S:1:pos:R:3:lowdin_charge:R:1
H -1.82571 0.50757 0.96352 0.09
H 1.48472 -1.49362 1.03225 0.15
C 1.24255 -0.73367 0.27920 -0.31
H -0.97917 0.48497 -1.97698 0.14
H 1.04089 1.51832 -1.10259 0.10
H -2.78430 -0.12768 -0.43293 0.11
C 0.02089 -1.00541 -0.56345 -0.22
C 0.31888 1.35610 -0.36317 -0.17
H -1.13346 -1.60541 1.20212 0.09
H 0.56793 0.68684 1.76079 0.12
C 1.12769 0.68010 0.80768 -0.09
F 2.35618 -0.80906 -0.57139 -0.03
H -0.21377 2.26147 -0.00680 0.13
C -1.79050 -0.07374 0.07654 -0.16
C -0.61607 0.38861 -0.94376 -0.20
H 0.23886 -1.74306 -1.36294 0.15
H 2.14339 1.10258 0.97252 0.13
N -1.19899 -1.39489 0.22939 0.00
```

Summary:
SMILES ... F[C@H]1CC[C@@H]2CN[C@@H]21
Molecular weight ... 115.2 g mol⁻¹
F_max ... 0.0733 Eh/bohr
Kohn-Sham gap ... 10.0 eV
Energy relative to the best compared isomer or geometry (same formula, charge and spin) ... 0.5317 eV

Computed, not measured: a gas-phase ion, C6H10FN2 (charge +1), with ωB97M-V/def2-TZVPD.

```
19
Properties=species:S:1:pos:R:3:lowdin_charge:R:1
C -1.65583 1.12446 0.17886 -0.03
H 0.86633 1.68243 -1.04465 0.09
C -2.33231 -1.30947 0.01392 0.02
H -1.92298 1.80632 1.07294 0.18
H 1.71154 -0.82034 -0.94225 0.11
H 1.74961 1.44368 0.39203 0.16
H 1.51735 -2.24765 0.04098 0.11
C -2.68011 0.00960 -0.01858 -0.19
H -1.85416 1.65378 -0.74346 0.14
H -3.03228 -2.13866 -0.00978 0.15
H 0.25035 2.36642 0.42292 0.11
H -0.92340 -2.61383 0.38873 0.16
N -0.29538 0.55836 0.15729 -0.07
H 1.83632 -0.72492 0.75290 0.08
N -1.01230 -1.65833 0.22371 0.13
C 1.35517 -1.19692 -0.02405 0.06
C 0.66411 1.49125 -0.05234 -0.07
F -3.92202 0.36578 -0.43430 0.09
C -0.04598 -0.78488 0.09245 -0.21
```

Summary:
SMILES ... CC1=[NH+]C=C(F)CN1C
Molecular weight ... 129.2 g mol⁻¹
F_max ... 0.1122 Eh/bohr
Kohn-Sham gap ... 9.3 eV
Energy relative to the best compared isomer or geometry (same formula, charge and spin) ... 1.6171 eV
Charge ... +1

Computed, not measured: 2 unconnected molecules or ions with the total composition C6H10N, with ωB97M-V/def2-TZVPD.

```
17
Properties=species:S:1:pos:R:3:lowdin_charge:R:1
C 2.42697 -0.06718 -0.88188 -0.12
H 3.42306 -0.62151 -0.64566 0.12
H -1.40245 1.98796 2.27139 0.15
H 2.09133 -0.63725 -1.68351 0.05
C -1.90992 0.74228 0.27768 -0.10
C -0.74207 1.49500 0.11819 0.15
H -2.73630 -1.01351 -0.37826 0.07
N 1.32846 -0.22686 0.05655 -0.10
C 1.57569 -0.74524 1.18196 -0.01
H 2.64276 0.94588 -1.23479 0.08
C -2.94466 -0.03265 -0.31895 0.03
H 2.45548 -1.22359 1.30028 0.04
H 0.80306 -0.65007 2.02604 0.10
H -3.89354 0.05526 0.05959 0.08
H 0.04254 1.90331 -0.52519 0.14
C -1.36598 1.41999 1.34309 0.17
H -2.96154 0.17003 -1.44879 0.16
```

Summary:
Molecular weight ... 96.2 g mol⁻¹
F_max ... 0.0875 Eh/bohr
Kohn-Sham gap ... 9.5 eV
Energy relative to the best compared isomer or geometry (same formula, charge and spin) ... 3.4085 eV
Charge ... +1

Computed, not measured: a gas-phase ion, C6H10N (charge +1), with ωB97M-V/def2-TZVPD.

```
17
Properties=species:S:1:pos:R:3:lowdin_charge:R:1
H 1.00533 -2.63946 -0.36351 0.17
H 0.08832 -0.45253 -1.52150 0.23
C 0.09726 2.13706 0.11563 -0.04
H -1.98402 -0.82302 -1.67393 0.07
H -0.51926 0.72282 1.32618 0.19
C 1.82374 -0.82386 0.74085 -0.06
C 0.16718 0.67075 0.48200 -0.37
C 0.89373 -1.57037 -0.01006 0.17
H 2.77554 -1.09643 1.33010 0.17
H 0.73132 2.46281 -0.77076 0.11
H -1.73269 -2.26211 -0.52265 0.12
C -0.21440 -0.61382 -0.37432 -0.24
H 0.50860 2.81924 0.86313 0.09
H -0.90473 2.70250 -0.08762 0.13
N 1.35063 0.34388 1.03896 0.16
H -2.38080 -0.48620 0.07839 0.12
C -1.70576 -1.09127 -0.65090 -0.02
```

Summary:
Molecular weight ... 96.2 g mol⁻¹
F_max ... 0.0888 Eh/bohr
Kohn-Sham gap ... 8.4 eV
Energy relative to the best compared isomer or geometry (same formula, charge and spin) ... 2.8433 eV
Charge ... +1

Computed, not measured: 2 unconnected molecules or ions with the total composition C6H10N, with ωB97M-V/def2-TZVPD.

```
17
Properties=species:S:1:pos:R:3:lowdin_charge:R:1
C -0.95652 1.40793 1.10042 -0.01
H -0.55147 0.92656 1.96061 0.14
C 1.75587 0.28309 -1.29703 -0.04
H -3.03294 -0.44103 1.29307 0.07
H 2.17097 1.20028 -0.86720 0.12
C 1.17576 -0.75918 -0.42766 -0.38
H 3.34841 -0.71308 -0.16576 0.10
C -1.33862 0.21554 0.48070 0.02
H -1.85232 1.97648 1.33673 0.13
C 2.59157 -0.96492 -0.85528 -0.01
H -3.27307 -0.18460 -0.23490 0.17
H -2.35522 -1.57523 0.11837 0.09
H 0.00915 1.73835 0.75222 0.11
H 2.90358 -1.68222 -1.60155 0.12
H 1.60283 0.31954 -2.36438 0.11
C -2.49655 -0.58950 0.46917 -0.02
N 0.29858 -1.15800 0.30246 0.27
```

Summary:
Molecular weight ... 96.2 g mol⁻¹
F_max ... 0.0902 Eh/bohr
Kohn-Sham gap (spin up / spin down) ... 7.7 / 7.9 eV
Energy relative to the best compared isomer or geometry (same formula, charge and spin) ... 5.7497 eV
Charge ... +1

Computed, not measured: a gas-phase ion, C6H10N (charge +1), with ωB97M-V/def2-TZVPD.

```
17
Properties=species:S:1:pos:R:3:lowdin_charge:R:1
N 0.74403 -0.61550 0.77601 -0.13
H -0.46642 -2.19857 0.78605 0.10
C 1.28335 1.28664 2.54692 0.19
C 0.47668 -0.27269 -0.62117 -0.06
H 1.54426 2.09474 3.27618 0.10
H -0.29377 0.50913 -3.32660 0.06
C -0.54000 0.42943 -1.18135 -0.05
C -0.35931 -1.35008 1.38549 0.03
H -1.87195 0.37619 -2.86631 0.11
C -0.92040 0.86372 -2.58719 -0.03
H 1.69500 -1.18585 0.72945 0.25
H -1.14416 0.95262 -0.53716 0.09
H -1.21589 1.87790 -2.61398 0.08
H -1.13937 -0.73845 1.39547 0.07
H -0.12616 -1.72462 2.40247 0.14
C 1.12527 0.49348 1.66384 -0.07
H 1.20884 -0.79806 -1.22812 0.13
```

Summary:
SMILES ... C#C[N@@H+](C)/C=C/C
Molecular weight ... 96.2 g mol⁻¹
F_max ... 0.0888 Eh/bohr
Kohn-Sham gap ... 11.0 eV
Energy relative to the best compared isomer or geometry (same formula, charge and spin) ... 3.5475 eV
Charge ... +1

Computed, not measured: a gas-phase ion, C6H10N (charge +1), with ωB97M-V/def2-TZVPD.

```
17
Properties=species:S:1:pos:R:3:lowdin_charge:R:1
C 0.36566 -0.58279 -1.95726 -0.20
C -1.33114 0.57695 1.67527 -0.08
H 0.34121 2.09433 2.66576 0.18
H 2.49448 -0.01169 -2.01740 0.10
H -2.33376 0.81992 2.03255 0.14
H -0.37071 -1.23473 -2.47647 0.13
C 0.15573 -0.16125 -0.69851 -0.11
C 1.69398 -0.66143 -2.46820 -0.13
H 2.02083 -1.70996 -2.29416 0.11
H 1.06022 -0.07656 -0.06413 0.10
H -0.20334 -0.47579 3.74962 0.17
H -1.61977 0.94518 -0.37190 0.12
H -1.94690 -0.84934 0.06089 0.13
C -1.21767 0.01956 0.13958 -0.08
H 1.78916 -0.21394 -3.42257 0.07
N -0.33546 1.35989 2.52604 0.20
C -0.56251 0.16162 2.92089 0.15
```

Summary:
SMILES ... C/C=C/C[C@H]1C=[NH+]1
Molecular weight ... 96.2 g mol⁻¹
F_max ... 0.0694 Eh/bohr
Kohn-Sham gap ... 7.3 eV
Energy relative to the best compared isomer or geometry (same formula, charge and spin) ... 4.0097 eV
Charge ... +1

Q: F_max of number 11 (C6H10N)?
A: 0.0888 Eh/bohr